(1)
# C30H39BBr2F15NO15

A cluster of 6 separate species, C30H39BBr2F15NO15 in total in a non-equilibrium geometry (the ωB97M-V functional and the def2-TZVPD basis, OMol25).

Largest force on an atom in eV/A: 6.627
Net charge: 0
Energy above the lowest of the compared OMol25 structures with the same formula, charge and spin in kJ/mol: 380.56
Structure (SMILES): C/C(Br)=C(\Br)[C@H]1[C@H](CCOC=O)NC(=O)[C@H]1B(O)O.CCOC(=O)C(F)(F)F.CCOC(=O)C(F)(F)F.CCOC(=O)C(F)(F)F.CCOC(=O)C(F)(F)F.CCOC(=O)C(F)(F)F

CARTESIAN COORDINATES (ANGSTROEM)
C: 0.86110 5.54010 1.38619
C: -0.26975 4.35792 1.26094
Br: -1.43320 4.13720 2.87516
C: -0.41046 3.53285 0.06334
Br: 0.94422 3.94467 -1.37573
C: -1.54557 2.40032 -0.08641
C: -2.36744 2.80774 -1.41433
C: -3.95563 3.09147 -1.37131
C: -4.59793 3.29476 0.08948
O: -4.64677 2.11808 0.94200
C: -5.14785 0.95278 0.27302
O: -6.31075 0.79264 -0.22078
N: -1.95003 1.90605 -2.57155
C: -0.80246 1.02419 -2.13482
O: 0.16237 0.56260 -2.84629
C: -1.10891 0.89381 -0.55763
B: -0.16315 -0.00988 0.41243
O: 1.03343 0.41428 1.09939
O: -0.61042 -1.40307 0.64893
H: 1.90892 5.10780 1.64713
H: 0.89421 6.18890 0.43685
H: 0.54112 6.23585 2.26708
H: -2.08337 2.17951 0.90414
H: -1.93655 3.84847 -1.70609
H: -4.11942 4.10111 -1.94256
H: -4.48248 2.29244 -2.03359
H: -3.92126 4.07281 0.64504
H: -5.63182 3.82693 -0.01657
H: -4.38344 0.07945 0.11743
H: -1.69488 2.39107 -3.44803
H: -2.14223 0.35229 -0.53030
H: 1.02737 -0.14725 1.99540
H: -1.56643 -1.36444 0.94337
C: -8.16294 2.66351 -2.28308
C: -7.79681 1.43680 -3.09712
O: -8.60370 1.35435 -4.28320
C: -8.22342 2.14580 -5.31594
O: -7.27265 2.89475 -5.28249
C: -9.13291 1.92740 -6.52209
F: -10.44623 1.92275 -6.18972
F: -8.88972 0.74128 -7.13045
F: -8.98579 2.87944 -7.46997
H: -9.23410 2.67053 -2.06028
H: -7.60501 2.68557 -1.34481
H: -7.94824 3.58306 -2.83425
H: -8.00114 0.53638 -2.51241
H: -6.73216 1.42146 -3.35008
C: 5.14112 -1.57338 6.61918
C: 4.84797 -2.17825 5.26052
O: 3.63294 -1.64033 4.71321
C: 3.73134 -0.41659 4.13871
O: 4.75685 0.22168 4.07297
C: 2.38587 0.01345 3.56046
F: 1.35879 -0.19154 4.41896
F: 2.07499 -0.67812 2.42008
F: 2.34875 1.32152 3.23535
H: 4.28773 -1.70583 7.29099
H: 6.02071 -2.03864 7.06695
H: 5.32024 -0.49771 6.54375
H: 4.69659 -3.25566 5.36641
H: 5.68151 -2.03703 4.56631
C: 7.20663 -7.40616 7.54418
C: 8.56228 -7.08796 6.94287
O: 8.48776 -5.92327 6.10528
C: 8.49939 -4.72884 6.74669
O: 8.56218 -4.60508 7.94906
C: 8.46220 -3.58041 5.74212
F: 7.52784 -3.76149 4.77582
F: 9.64519 -3.42901 5.10085
F: 8.18617 -2.38628 6.31594
H: 6.45225 -7.50603 6.75811
H: 7.24635 -8.33428 8.11819
H: 6.86949 -6.60483 8.20679
H: 8.88227 -7.91554 6.30453
H: 9.32784 -6.96195 7.71452
C: -4.87248 -5.46112 -0.94897
C: -3.53882 -5.11728 -1.58450
O: -3.66079 -3.96492 -2.43361
C: -3.66422 -2.76410 -1.80714
O: -3.57744 -2.62395 -0.60620
C: -3.75197 -1.62872 -2.82265
F: -4.70181 -1.84197 -3.76386
F: -2.58786 -1.45624 -3.49117
F: -4.04452 -0.43878 -2.25185
H: -5.64156 -5.58883 -1.71649
H: -4.79705 -6.38101 -0.36534
H: -5.21440 -4.66031 -0.28819
H: -3.21292 -5.94445 -2.22033
H: -2.75944 -4.96331 -0.83195
C: 2.57590 2.36838 -4.62468
C: 3.99503 2.20804 -4.11475
O: 4.93327 2.22443 -5.20304
C: 5.25448 3.44735 -5.69164
O: 4.79908 4.48724 -5.27087
C: 6.28923 3.32428 -6.80691
F: 5.97730 2.35652 -7.70207
F: 7.51771 3.01583 -6.32506
F: 6.43366 4.46479 -7.51755
H: 2.35114 1.60895 -5.37928
H: 1.85837 2.27867 -3.80636
H: 2.43445 3.34146 -5.10282
H: 4.09891 1.23733 -3.62316
H: 4.24776 2.97278 -3.37380

---

(2)
# C30H39Cl2N2P2Zr

A structure of composition C30H39Cl2N2P2Zr in a non-equilibrium geometry (the ωB97M-V functional and the def2-TZVPD basis, OMol25).

Largest force on an atom in eV/A: 1.142
Net charge: +1
Energy above the lowest of the compared OMol25 structures with the same formula, charge and spin in kJ/mol: 34.58

CARTESIAN COORDINATES (ANGSTROEM)
Zr: -0.14024 0.58637 0.37869
C: -1.99054 -1.00126 -4.06818
C: -0.54772 -0.86693 -3.59599
C: 0.02545 -2.21886 -3.18546
P: -0.28135 0.41259 -2.29780
C: -0.79471 2.02567 -3.01063
C: -2.30285 2.20957 -2.80073
C: -0.07179 3.21763 -2.38385
C: 1.53795 0.41233 -2.12252
C: 2.32985 1.09241 -3.06074
C: 3.70335 1.09219 -2.97455
C: 4.31578 0.42954 -1.90910
C: 3.56758 -0.25099 -0.97286
C: 2.16705 -0.31342 -1.07872
N: 1.32835 -0.92521 -0.13589
C: 1.61484 -2.07716 0.61285
C: 2.73502 -2.89092 0.41796
C: 2.94665 -4.01190 1.20407
C: 2.05436 -4.36526 2.20748
C: 0.92146 -3.59147 2.38426
C: 0.68256 -2.46362 1.60267
P: -0.89307 -1.57126 1.79762
C: -2.14715 -2.81909 1.32716
C: -1.93940 -3.21677 -0.13060
C: -3.58674 -2.37971 1.57335
C: -1.05075 -1.16548 3.58001
C: -2.15715 -0.14642 3.84948
C: 0.28347 -0.62224 4.09463
H: -2.03327 -1.76907 -4.84096
H: -2.64848 -1.31594 -3.25569
H: -2.38840 -0.08448 -4.49907
H: 0.06487 -0.46255 -4.41364
H: -0.57112 -2.67334 -2.39693
H: 0.00103 -2.88568 -4.04739
H: 1.05670 -2.15257 -2.84076
H: -0.58415 1.96969 -4.08550
H: -2.53156 2.31017 -1.73551
H: -2.61267 3.13298 -3.29194
H: -2.90905 1.39853 -3.20154
H: -0.32550 3.31168 -1.32311
H: 1.01270 3.17964 -2.46542
H: -0.42037 4.13111 -2.86710
H: 1.85651 1.61869 -3.88141
H: 4.29911 1.60581 -3.71540
H: 5.39272 0.45553 -1.81010
H: 4.05903 -0.72068 -0.13389
H: 3.43271 -2.67281 -0.37555
H: 3.82390 -4.61826 1.02282
H: 2.23438 -5.23386 2.82411
H: 0.20852 -3.87695 3.15067
H: -1.91362 -3.67523 1.97207
H: -2.18926 -2.37863 -0.78871
H: -0.91479 -3.52740 -0.33586
H: -2.60467 -4.04185 -0.38624
H: -3.81436 -1.43745 1.06900
H: -4.25935 -3.13830 1.17152
H: -3.81945 -2.26581 2.63105
H: -1.28296 -2.10892 4.08939
H: -1.92132 0.81139 3.38129
H: -3.13950 -0.45711 3.49552
H: -2.22887 0.01108 4.92630
H: 0.59616 0.26801 3.52945
H: 0.16409 -0.28973 5.12672
H: 1.09111 -1.34973 4.05210
Cl: 1.91759 2.09834 1.03815
C: 1.04720 3.54806 1.59827
C: 1.73952 4.68523 1.93915
C: 0.97214 5.78586 2.30640
C: -0.41504 5.70335 2.30601
C: -1.05961 4.52609 1.95304
Cl: -2.78760 4.46688 1.96885
C: -0.33833 3.38764 1.59192
N: -0.82505 2.16823 1.16657
H: 2.81841 4.71549 1.91003
H: 1.45671 6.70978 2.58594
H: -1.01699 6.55675 2.58276

---

(3)
# C30H39Cl69N

A cluster of 24 separate species, C30H39Cl69N in total in a non-equilibrium geometry (the ωB97M-V functional and the def2-TZVPD basis, OMol25).

Largest force on an atom in eV/A: 1.716
Net charge: -1
Electronic energy in eV: -897275.87807

CARTESIAN COORDINATES (ANGSTROEM)
C: 0.47062 5.03727 -0.45479
C: 0.59250 6.21917 0.59751
C: -0.09522 7.51758 -0.03122
C: -1.61678 7.48306 0.47957
N: -2.51204 8.23878 -0.45620
C: -3.92160 7.89706 -0.12951
C: -4.38299 6.49404 -0.68363
C: -5.50123 5.80850 0.22442
H: -0.26100 5.32762 -1.25374
H: 0.10504 4.10327 0.03716
H: 1.48296 4.88733 -0.90709
H: -0.03226 5.92043 1.47809
H: 1.63317 6.40316 0.95334
H: -0.02320 7.46402 -1.16499
H: 0.42783 8.42682 0.35936
H: -1.87865 6.39358 0.45829
H: -2.45082 9.21903 -0.16932
H: -4.58861 8.65558 -0.62726
H: -4.11666 7.99340 0.98181
H: -4.77520 6.64817 -1.72675
H: -3.54456 5.75932 -0.79256
H: -5.09682 4.86077 0.63764
H: -6.38584 5.59814 -0.43447
H: -5.85068 6.49078 1.03971
C: -2.46964 3.47466 2.36456
Cl: -2.46515 3.99089 0.67161
Cl: -1.45485 4.53418 3.34340
Cl: -4.12021 3.41977 3.00034
H: -2.05606 2.47244 2.41584
C: -7.18327 1.15048 2.35288
Cl: -8.71136 0.27350 2.50969
Cl: -6.97709 2.29278 3.68618
Cl: -5.82615 0.02064 2.29363
H: -7.20230 1.70913 1.42883
C: -6.66155 8.97662 -3.04451
Cl: -7.23211 8.58072 -1.41898
Cl: -4.95256 9.42910 -3.02771
Cl: -6.93501 7.61701 -4.14438
H: -7.23388 9.82402 -3.40563
C: 3.20876 3.31631 -3.31902
Cl: 4.55666 3.18047 -2.17996
Cl: 1.81720 2.39495 -2.74023
Cl: 2.76160 5.00614 -3.56717
H: 3.52384 2.90236 -4.27126
C: -7.14426 2.91882 7.66527
Cl: -7.25724 4.66110 7.93793
Cl: -5.60990 2.29002 8.27631
Cl: -8.50676 2.07970 8.41914
H: -7.18391 2.73851 6.59688
C: 2.02781 -1.26321 -2.95692
Cl: 0.81079 -2.32685 -3.67295
Cl: 2.14259 -1.53792 -1.21433
Cl: 3.60005 -1.50173 -3.73180
H: 1.72076 -0.23567 -3.11965
C: 6.69752 0.14554 -6.47387
Cl: 6.13948 1.14115 -5.12558
Cl: 7.96025 -0.97233 -5.93883
Cl: 5.34984 -0.74049 -7.19549
H: 7.11943 0.79955 -7.22928
C: 10.03515 -2.21459 -3.06662
Cl: 9.69451 -3.84687 -2.47481
Cl: 9.83530 -1.02964 -1.77292
Cl: 11.66452 -2.12690 -3.74616
H: 9.32527 -1.98359 -3.85303
C: -8.65353 -0.67648 -1.25845
Cl: -8.16984 -1.03981 -2.91905
Cl: -8.13725 -1.96444 -0.16964
Cl: -7.99154 0.88395 -0.74522
H: -9.72641 -0.61331 -1.22458
C: 12.06544 -5.22025 -0.04647
Cl: 11.46684 -5.20742 1.61596
Cl: 13.27061 -3.95094 -0.28466
Cl: 12.73981 -6.80486 -0.45368
H: 11.23131 -5.02468 -0.71098
C: 16.11283 -8.96555 -0.91348
Cl: 16.57521 -9.29027 -2.58785
Cl: 16.47046 -10.36310 0.11101
Cl: 16.93465 -7.52394 -0.30928
H: 15.04348 -8.78612 -0.88367
C: -1.61671 0.27944 -0.50668
Cl: -1.60063 0.85428 -2.17842
Cl: -0.50826 1.22750 0.49023
Cl: -3.25659 0.34587 0.15002
H: -1.28417 -0.75307 -0.49721
C: -6.02898 -4.27683 0.71632
Cl: -7.44124 -4.19388 1.77672
Cl: -6.49192 -4.85169 -0.89123
Cl: -5.23959 -2.70196 0.60747
H: -5.32404 -4.98409 1.14076
C: 5.17851 6.64034 -0.77594
Cl: 3.85485 7.68271 -1.30085
Cl: 6.65288 7.58758 -0.51742
Cl: 4.73877 5.76380 0.69374
H: 5.37325 5.91473 -1.55894
C: -12.10760 -3.45545 -1.52268
Cl: -12.12717 -1.71509 -1.80939
Cl: -12.10774 -4.32704 -3.06192
Cl: -10.72795 -3.96399 -0.52896
H: -13.01336 -3.70916 -0.98684
C: 0.47653 1.85146 5.42152
Cl: -0.93750 1.89755 6.48258
Cl: 0.01870 1.26670 3.81634
Cl: 1.21796 3.44986 5.30875
H: 1.20024 1.16533 5.84766
C: -14.31336 -1.64834 -5.07730
Cl: -15.62672 -1.81096 -3.90438
Cl: -14.67818 -2.55556 -6.55014
Cl: -14.01900 0.05349 -5.45015
H: -13.41138 -2.06174 -4.63685
C: -2.73806 -4.39517 -2.55875
Cl: -2.28422 -4.71607 -4.23732
Cl: -2.39849 -5.80113 -1.54285
Cl: -1.89258 -2.96743 -1.95155
H: -3.80542 -4.20074 -2.52443
C: 6.17637 3.71673 3.97710
Cl: 6.03062 2.67267 5.39774
Cl: 7.01808 2.87355 2.67031
Cl: 4.58656 4.26482 3.44144
H: 6.76183 4.58707 4.25308
C: -4.47999 -9.66291 -1.31279
Cl: -3.23968 -9.58094 -0.05539
Cl: -5.43410 -8.17615 -1.34171
Cl: -3.74482 -9.96197 -2.89225
H: -5.14339 -10.48978 -1.08370
C: 16.53198 -12.58952 3.59323
Cl: 14.93117 -13.32066 3.75851
Cl: 16.87772 -11.52822 4.96252
Cl: 17.77441 -13.83857 3.44288
H: 16.54061 -11.99042 2.68891
C: 19.75699 -8.38402 4.81732
Cl: 18.34482 -8.31936 5.87861
Cl: 19.30582 -8.97723 3.21457
Cl: 20.51945 -6.79354 4.70113
H: 20.47427 -9.07541 5.24611
C: -14.74250 -1.87457 1.70990
Cl: -14.97094 -2.18101 3.43471
Cl: -13.18271 -1.09495 1.41716
Cl: -14.88485 -3.38119 0.79230
H: -15.52586 -1.20177 1.37786

---

Which value of net charge does entry 1 give? 0